# 1
{
  "formula": "C3H3F2N",
  "method": "ωB97M-V/def2-TZVPD",
  "symbols": ["F", "C", "F", "C", "N", "C", "H", "H", "H"],
  "xyz": [[1.133, 0.380, -1.433], [0.493, -0.327, -0.419], [1.299, -1.445, -0.138], [-1.033, -0.413, -0.567], [-1.323, 0.412, 0.400], [0.207, 0.638, 0.740], [-1.695, -1.092, -1.220], [0.310, 0.144, 1.790], [0.607, 1.703, 0.847]],
  "smiles": "FC1(F)C=NC1",
  "energy_ev": -10082.5167,
  "largest_force_ha_per_bohr": 0.064,
  "lumo_ha": 0.022,
  "gap_ev": 11.6
}

---

# 2
{
  "formula": "C69H79F4N2O16S2",
  "method": "ωB97M-V/def2-TZVPD",
  "symbols": ["C", "C", "C", "C", "C", "C", "C", "C", "N", "C", "C", "C", "C", "C", "C", "C", "C", "C", "S", "S", "C", "C", "C", "C", "F", "O", "C", "C", "C", "N", "C", "C", "O", "C", "F", "F", "F", "H", "H", "H", "H", "H", "H", "H", "H", "H", "H", "H", "H", "H", "H", "H", "H", "H", "H", "H", "H", "H", "H", "H", "H", "H", "H", "H", "H", "H", "H", "H", "H", "H", "H", "H", "H", "H", "H", "H", "H", "H", "H", "H", "H", "H", "H", "H", "H", "H", "H", "H", "C", "C", "C", "O", "C", "C", "C", "O", "H", "H", "H", "H", "C", "C", "C", "O", "C", "C", "C", "O", "H", "H", "H", "H", "C", "C", "C", "O", "C", "C", "C", "O", "H", "H", "H", "H", "C", "C", "C", "O", "C", "C", "C", "O", "H", "H", "H", "H", "C", "C", "C", "O", "C", "C", "C", "O", "H", "H", "H", "H", "C", "C", "C", "O", "C", "C", "C", "O", "H", "H", "H", "H", "C", "C", "C", "O", "C", "C", "C", "O", "H", "H", "H", "H"],
  "xyz": [[3.158, 1.999, 2.928], [2.873, 1.927, 4.528], [1.333, 1.409, 4.651], [0.412, 2.703, 4.827], [-0.855, 2.802, 3.857], [-1.476, 1.410, 3.383], [-0.953, 1.185, 1.859], [-1.962, 0.301, 0.971], [-1.760, 0.765, -0.452], [-2.621, 1.947, -0.774], [-1.934, 3.034, -1.709], [-0.793, 3.894, -0.998], [0.570, 3.104, -0.737], [1.495, 2.940, -2.049], [2.576, 1.782, -1.688], [4.073, 2.286, -1.905], [5.188, 1.192, -1.511], [-1.905, -0.324, -1.407], [-1.099, -0.177, -2.886], [-2.860, -1.874, -1.133], [-2.009, -3.316, -1.916], [-1.078, -4.155, -0.887], [-0.255, -3.111, 0.000], [1.106, -3.720, 0.619], [1.330, -2.956, 1.831], [1.034, -5.123, 0.838], [2.201, -5.676, 1.485], [2.113, -5.661, 3.105], [3.614, -5.096, 1.016], [3.571, -3.750, 0.349], [2.317, -3.488, -0.437], [2.232, -4.449, -1.704], [3.503, -4.440, -2.448], [3.388, -3.684, -3.624], [2.678, -4.357, -4.620], [2.902, -2.403, -3.350], [4.691, -3.513, -4.138], [4.147, 2.492, 2.675], [3.056, 0.928, 2.551], [2.255, 2.563, 2.493], [3.580, 1.156, 4.989], [3.045, 2.919, 5.049], [1.150, 0.798, 3.715], [1.298, 0.801, 5.626], [0.115, 2.853, 5.927], [1.077, 3.612, 4.585], [-0.600, 3.518, 3.005], [-1.681, 3.334, 4.457], [-2.616, 1.426, 3.352], [-1.155, 0.511, 4.006], [-0.919, 2.215, 1.351], [0.127, 0.804, 1.827], [-3.042, 0.499, 1.281], [-1.646, -0.785, 1.125], [-3.579, 1.537, -1.258], [-2.918, 2.473, 0.193], [-1.546, 2.616, -2.704], [-2.758, 3.779, -2.011], [-0.530, 4.808, -1.637], [-1.211, 4.302, -0.019], [0.435, 2.060, -0.314], [1.150, 3.710, 0.063], [1.993, 3.942, -2.266], [0.832, 2.589, -2.915], [2.480, 1.478, -0.587], [2.318, 0.832, -2.285], [4.196, 2.496, -3.020], [4.275, 3.203, -1.258], [6.200, 1.622, -1.810], [5.061, 0.211, -2.078], [5.223, 0.987, -0.393], [-1.429, -2.971, -2.838], [-2.823, -4.018, -2.299], [-1.812, -4.760, -0.251], [-0.448, -4.900, -1.466], [-0.085, -2.097, -0.496], [-0.907, -2.893, 0.921], [2.210, -6.795, 1.220], [1.147, -6.186, 3.383], [2.969, -6.351, 3.440], [2.226, -4.621, 3.541], [4.244, -4.962, 1.968], [4.186, -5.823, 0.356], [4.435, -3.677, -0.231], [3.706, -3.041, 1.100], [2.291, -2.416, -0.848], [1.390, -4.117, -2.407], [2.026, -5.539, -1.462], [-5.950, -0.187, 6.572], [-4.857, 0.252, 5.948], [-4.685, 1.683, 5.619], [-3.686, 2.084, 5.047], [-5.770, 2.609, 6.010], [-6.863, 2.170, 6.634], [-7.036, 0.739, 6.963], [-8.032, 0.337, 7.533], [-6.094, -1.231, 6.820], [-4.053, -0.412, 5.656], [-5.627, 3.653, 5.762], [-7.667, 2.834, 6.926], [-5.801, -4.738, -1.749], [-5.818, -3.450, -2.093], [-7.009, -2.841, -2.725], [-7.025, -1.668, -3.041], [-8.179, -3.716, -2.959], [-8.161, -5.004, -2.614], [-6.971, -5.612, -1.982], [-6.953, -6.786, -1.666], [-4.938, -5.201, -1.286], [-4.970, -2.795, -1.929], [-9.042, -3.254, -3.422], [-9.008, -5.658, -2.779], [5.068, 5.653, 0.865], [6.135, 6.262, 1.383], [6.112, 6.816, 2.754], [7.083, 7.372, 3.226], [4.860, 6.667, 3.528], [3.793, 6.058, 3.010], [3.817, 5.504, 1.639], [2.844, 4.947, 1.167], [5.067, 5.243, -0.137], [7.059, 6.379, 0.830], [4.861, 7.077, 4.530], [2.869, 5.941, 3.563], [1.435, -5.102, -7.919], [1.675, -3.796, -7.800], [1.625, -2.897, -8.973], [1.846, -1.706, -8.864], [1.298, -3.501, -10.282], [1.058, -4.807, -10.402], [1.108, -5.707, -9.229], [0.887, -6.898, -9.335], [1.468, -5.775, -7.072], [1.915, -3.337, -6.849], [1.264, -2.829, -11.130], [0.817, -5.265, -11.353], [-5.914, 7.098, 6.767], [-5.636, 8.397, 6.872], [-5.653, 9.284, 5.689], [-5.398, 10.467, 5.784], [-5.994, 8.674, 4.385], [-6.272, 7.374, 4.280], [-6.254, 6.489, 5.463], [-6.511, 5.301, 5.368], [-5.906, 6.434, 7.622], [-5.386, 8.859, 7.819], [-6.003, 9.338, 3.530], [-6.522, 6.912, 3.334], [2.058, -1.393, 8.060], [1.955, -2.429, 8.893], [1.742, -2.229, 10.342], [1.651, -3.173, 11.102], [1.646, -0.837, 10.832], [1.749, 0.199, 9.999], [1.961, -0.001, 8.549], [2.053, 0.943, 7.788], [2.214, -1.520, 6.996], [2.022, -3.454, 8.551], [1.489, -0.709, 11.896], [1.681, 1.224, 10.340], [3.081, -3.726, -14.556], [4.157, -3.247, -15.181], [4.284, -1.807, -15.495], [5.263, -1.370, -16.066], [3.173, -0.920, -15.088], [2.097, -1.400, -14.464], [1.970, -2.839, -14.150], [0.989, -3.277, -13.577], [2.971, -4.777, -14.319], [4.979, -3.882, -15.485], [3.282, 0.131, -15.326], [1.274, -0.764, -14.159]],
  "energy_ev": -141094.8919,
  "largest_force_ha_per_bohr": 0.074,
  "charge": 1,
  "lumo_ha": -0.117,
  "gap_ev": 7.3
}

---

# 3
{
  "formula": "C45H122N10O12",
  "method": "ωB97M-V/def2-TZVPD",
  "symbols": ["C", "O", "C", "C", "C", "N", "H", "H", "H", "H", "H", "H", "H", "H", "H", "H", "H", "C", "O", "C", "C", "C", "N", "H", "H", "H", "H", "H", "H", "H", "H", "H", "H", "H", "C", "O", "C", "C", "C", "N", "H", "H", "H", "H", "H", "H", "H", "H", "H", "H", "H", "C", "O", "C", "C", "C", "N", "H", "H", "H", "H", "H", "H", "H", "H", "H", "H", "H", "C", "O", "C", "C", "C", "N", "H", "H", "H", "H", "H", "H", "H", "H", "H", "H", "H", "C", "O", "C", "C", "C", "N", "H", "H", "H", "H", "H", "H", "H", "H", "H", "H", "H", "C", "O", "C", "C", "C", "N", "H", "H", "H", "H", "H", "H", "H", "H", "H", "H", "H", "C", "O", "C", "C", "C", "N", "H", "H", "H", "H", "H", "H", "H", "H", "H", "H", "H", "C", "O", "C", "C", "C", "N", "H", "H", "H", "H", "H", "H", "H", "H", "H", "H", "H", "C", "O", "C", "C", "N", "C", "C", "O", "C", "H", "H", "H", "H", "H", "H", "H", "H", "H", "H", "H", "H", "H", "H", "H", "C", "C", "C", "O", "H", "H", "H", "H", "H", "H", "H", "H"],
  "xyz": [[-2.625, -8.385, -2.558], [-2.093, -7.277, -1.872], [-0.939, -7.622, -1.128], [-0.615, -6.502, -0.161], [-0.146, -5.233, -0.870], [0.474, -6.950, 0.726], [-2.955, -9.176, -1.874], [-1.867, -8.812, -3.224], [-3.487, -8.017, -3.109], [-1.113, -8.520, -0.513], [-0.108, -7.859, -1.806], [-1.526, -6.300, 0.421], [0.819, -5.452, -1.333], [-0.080, -4.377, -0.199], [-0.837, -4.973, -1.678], [0.958, -6.148, 1.131], [0.117, -7.458, 1.529], [-5.768, 2.227, -0.368], [-4.627, 2.728, 0.282], [-4.487, 2.403, 1.639], [-5.620, 2.828, 2.548], [-5.803, 4.348, 2.567], [-5.352, 2.297, 3.911], [-6.625, 2.847, -0.088], [-5.965, 1.176, -0.141], [-5.593, 2.351, -1.434], [-4.311, 1.325, 1.802], [-3.537, 2.850, 1.960], [-6.543, 2.336, 2.227], [-4.936, 4.827, 3.033], [-6.690, 4.585, 3.155], [-5.860, 4.798, 1.573], [-6.151, 2.572, 4.482], [-4.599, 2.859, 4.313], [-4.920, -2.360, -2.041], [-4.118, -1.727, -2.999], [-4.341, -0.326, -3.028], [-3.479, 0.250, -4.124], [-1.978, 0.143, -3.920], [-3.770, 1.706, -4.137], [-4.711, -1.953, -1.047], [-4.710, -3.425, -2.042], [-5.985, -2.246, -2.290], [-5.408, -0.177, -3.266], [-4.143, 0.071, -2.023], [-3.831, -0.156, -5.077], [-1.561, 0.947, -3.313], [-1.537, 0.287, -4.912], [-1.667, -0.816, -3.506], [-4.724, 1.903, -4.440], [-3.226, 2.231, -4.817], [3.263, -5.350, 1.508], [2.164, -5.051, 2.354], [2.055, -3.644, 2.572], [0.921, -3.326, 3.512], [-0.376, -4.063, 3.159], [0.752, -1.851, 3.515], [3.284, -4.728, 0.610], [3.209, -6.395, 1.201], [4.174, -5.290, 2.118], [2.993, -3.241, 2.973], [1.887, -3.180, 1.585], [1.203, -3.642, 4.523], [-1.229, -3.793, 3.772], [-0.166, -5.140, 3.238], [-0.591, -3.964, 2.089], [0.045, -1.616, 4.209], [0.299, -1.663, 2.621], [0.104, 6.447, -3.822], [-0.877, 6.158, -2.841], [-0.981, 4.772, -2.631], [-2.104, 4.514, -1.655], [-1.753, 4.969, -0.252], [-2.385, 3.075, -1.613], [1.048, 5.953, -3.571], [0.192, 7.529, -3.874], [-0.225, 6.091, -4.809], [-1.162, 4.283, -3.602], [-0.047, 4.325, -2.251], [-2.969, 5.089, -2.015], [-2.544, 4.707, 0.463], [-1.706, 6.059, -0.242], [-0.884, 4.453, 0.165], [-2.908, 2.749, -2.435], [-3.043, 2.886, -0.851], [6.194, 0.936, 3.093], [5.343, 0.593, 2.020], [6.008, -0.036, 0.959], [5.014, -0.707, 0.038], [4.374, -1.936, 0.641], [5.733, -1.122, -1.184], [5.654, 1.562, 3.799], [7.032, 1.543, 2.710], [6.583, 0.032, 3.574], [6.621, 0.679, 0.387], [6.696, -0.813, 1.334], [4.266, 0.056, -0.226], [3.659, -2.383, -0.058], [3.893, -1.690, 1.591], [5.083, -2.747, 0.834], [5.037, -1.546, -1.792], [6.005, -0.296, -1.717], [-2.633, -0.466, 4.078], [-1.991, -1.169, 5.119], [-2.913, -1.768, 6.021], [-2.134, -2.368, 7.173], [-0.990, -3.282, 6.753], [-3.113, -3.074, 8.037], [-3.100, -1.184, 3.392], [-1.846, 0.020, 3.503], [-3.359, 0.247, 4.471], [-3.584, -0.986, 6.383], [-3.444, -2.567, 5.480], [-1.701, -1.531, 7.730], [-1.346, -4.179, 6.241], [-0.450, -3.619, 7.642], [-0.258, -2.739, 6.154], [-3.414, -3.880, 7.496], [-2.623, -3.402, 8.861], [0.671, 6.488, 4.264], [0.515, 5.357, 3.444], [1.183, 4.209, 3.941], [1.243, 3.174, 2.806], [1.932, 1.887, 3.222], [1.835, 3.753, 1.587], [-0.228, 7.104, 4.182], [1.486, 7.124, 3.902], [0.798, 6.219, 5.313], [2.232, 4.447, 4.186], [0.637, 3.834, 4.815], [0.185, 2.924, 2.629], [2.928, 2.065, 3.643], [2.024, 1.212, 2.375], [1.376, 1.359, 4.002], [2.810, 3.997, 1.746], [1.325, 4.632, 1.501], [-2.409, -1.273, 0.533], [-1.206, -1.032, 1.227], [-0.657, 0.250, 0.991], [0.045, 0.352, -0.358], [1.278, -0.538, -0.356], [0.534, 1.708, -0.623], [-3.261, -0.804, 1.042], [-2.557, -2.353, 0.539], [-2.360, -0.932, -0.502], [-1.385, 1.075, 1.086], [0.063, 0.443, 1.790], [-0.604, 0.027, -1.170], [2.037, -0.216, 0.364], [1.711, -0.677, -1.345], [1.038, -1.554, -0.004], [-0.179, 2.386, -0.880], [1.021, 2.044, 0.208], [3.970, 5.560, -2.069], [4.245, 4.234, -2.435], [3.073, 3.502, -2.686], [3.403, 2.039, -2.923], [2.185, 1.262, -3.100], [1.395, 1.474, -4.312], [2.172, 1.421, -5.603], [1.233, 1.510, -6.643], [1.810, 1.606, -7.914], [3.988, 6.222, -2.940], [4.698, 5.922, -1.338], [3.010, 5.640, -1.543], [2.605, 3.884, -3.610], [2.335, 3.593, -1.881], [3.941, 1.621, -2.069], [4.054, 1.932, -3.792], [1.550, 1.416, -2.313], [0.780, 2.386, -4.290], [0.703, 0.627, -4.357], [2.806, 0.526, -5.677], [2.863, 2.277, -5.682], [2.512, 0.787, -8.142], [2.342, 2.550, -8.087], [1.013, 1.492, -8.652], [4.307, -3.371, -3.781], [3.310, -2.303, -4.147], [1.874, -2.654, -3.784], [3.726, -1.097, -3.504], [4.066, -4.280, -4.343], [4.225, -3.701, -2.739], [5.337, -3.071, -3.955], [3.384, -2.129, -5.232], [1.656, -3.690, -4.049], [1.165, -2.013, -4.315], [1.714, -2.476, -2.719], [3.145, -0.333, -3.697]],
  "smiles": "COC[C@H](C)N.COC[C@H](C)N.COC[C@H](C)N.COC[C@H](C)N.COC[C@H](C)N.COC[C@H](C)N.COC[C@H](C)N.COC[C@H](C)N.COC[C@H](C)N.COCCNCCOC.CC(C)O",
  "energy_ev": -88110.0422,
  "largest_force_ha_per_bohr": 0.034,
  "lumo_ha": 0.019,
  "gap_ev": 8.9
}

---

Calculated HOMO level, -10.97; -10.44; -8.40 eV (same order as the records).